13
Properties=species:S:1:pos:R:3 method="wB97M-V/def2-TZVPD" energy_ev=-7797.1152 smiles="C/C=N/CC=O" e_homo_ev=-9.292 e_above_lowest_kcal_mol=58.3 total_charge=0
C -2.0424 -0.4553 0.7011
C -0.6670 -0.6375 0.2093
N 0.0715 0.3783 0.2432
C 0.9882 0.3786 -0.8599
C 2.1898 0.8325 -0.1057
O 3.2321 0.2325 -0.1125
H -2.0722 -0.8461 1.7098
H -2.7514 -0.9775 0.0555
H -2.2628 0.6177 0.6998
H -0.3272 -1.5953 -0.2137
H 1.2030 -0.5929 -1.3266
H 0.5020 1.0257 -1.6126
H 1.9363 1.6393 0.6123

=====

9
Properties=species:S:1:pos:R:3 method="wB97M-V/def2-TZVPD" energy_ev=-8069.0128 smiles=Nn1cnc#[n+]1 e_homo_ev="-16.588 / -16.960" e_above_lowest_kcal_mol=59.4 total_charge=+1
N 1.3893 0.4693 -0.0302
N 0.1220 0.1622 -0.1052
C -0.5309 -1.0552 -0.0371
N -1.8145 -0.9568 0.0038
C -1.8909 0.5332 0.1250
N -0.8659 1.1943 -0.0167
H 1.7457 1.1170 -0.7351
H 1.8503 0.5339 0.8779
H -0.0051 -1.9980 -0.0823

=====

80
Properties=species:S:1:pos:R:3 method="wB97M-V/def2-TZVPD" energy_ev=-65084.1763 e_homo_ev=-11.357 total_charge=+1
O -0.2032 2.6273 3.3278
C 0.0897 3.4741 2.3029
O -0.2059 4.9109 2.3970
N 0.8355 5.6802 2.0437
C 1.4932 6.5704 3.1197
C 2.7103 7.2350 2.1835
C 1.9990 7.3305 0.6728
C 0.4701 6.7197 0.9626
C 0.7372 2.7217 0.9605
C 2.3994 2.5414 1.0171
C 3.2598 1.8686 -0.2230
C 2.3780 1.3696 -1.5301
C 0.7157 1.5396 -1.6033
C -0.1292 2.2244 -0.3399
H 1.6883 5.2560 1.6115
H 0.7077 7.3038 3.5837
H 1.8875 5.7939 3.9046
H 3.6124 6.4892 1.9497
H 3.1000 8.2363 2.6493
H 2.0860 8.3532 0.1088
H 2.5081 6.5737 -0.0871
H -0.3234 7.5538 1.2741
H 0.1950 6.2095 -0.0696
H 3.0259 2.9303 1.9551
H 4.4250 1.7690 -0.1223
H 2.9733 0.9136 -2.4309
H 0.0898 1.2122 -2.5511
H -1.2986 2.3846 -0.3586
O -6.6690 -0.9043 2.2557
P -5.3476 -0.5244 1.5439
O -5.9910 0.7721 0.7398
C -6.2047 1.9690 1.4689
C -4.8984 2.6321 1.8595
O -5.5196 -1.6445 0.3191
C -6.3603 -2.7778 0.5181
C -7.8005 -2.4825 0.1204
O -3.8710 -0.1000 0.7485
C -2.7083 -0.1716 1.5622
C -2.5548 -1.5065 2.2685
H -6.8160 1.7660 2.3535
H -6.7712 2.6434 0.8202
H -4.4060 2.0645 2.6560
H -5.0710 3.6447 2.2346
H -4.2076 2.6787 1.0101
H -6.2888 -3.1321 1.5494
H -5.9765 -3.5878 -0.1123
H -8.1569 -1.5213 0.4941
H -8.4690 -3.2661 0.4886
H -7.8915 -2.4353 -0.9723
H -2.7317 0.6395 2.2940
H -1.8442 -0.0018 0.9125
H -3.3896 -1.6974 2.9496
H -1.6328 -1.5227 2.8571
H -2.5312 -2.3282 1.5461
O 3.9542 -2.8326 -1.6752
P 3.6960 -4.2702 -2.1890
O 3.2850 -3.7978 -3.7219
C 4.3285 -3.4277 -4.6072
C 5.1761 -4.6188 -5.0091
O 2.1491 -4.3656 -1.5709
C 1.7695 -3.5109 -0.4956
C 1.2236 -2.1826 -1.0029
O 3.4076 -5.8765 -2.7631
C 4.3577 -6.8450 -2.3408
C 4.5690 -6.8588 -0.8376
H 4.9471 -2.6474 -4.1535
H 3.8578 -3.0032 -5.4987
H 5.8048 -4.9392 -4.1718
H 5.8390 -4.3639 -5.8406
H 4.5508 -5.4709 -5.2991
H 2.6046 -3.3691 0.1948
H 0.9851 -4.0239 0.0722
H 1.8311 -1.7487 -1.7987
H 1.1552 -1.4584 -0.1860
H 0.2212 -2.3206 -1.4280
H 5.3066 -6.6634 -2.8513
H 3.9927 -7.8240 -2.6663
H 4.9611 -5.9021 -0.4796
H 5.2846 -7.6383 -0.5602
H 3.6249 -7.0387 -0.3139

=====

68
Properties=species:S:1:pos:R:3 method="wB97M-V/def2-TZVPD" energy_ev=-492596.2792 e_homo_ev=-5.658 e_above_lowest_kcal_mol=0.2 total_charge=-1
Zr -0.4490 -1.9503 -0.4956
C -0.0048 -5.8276 -0.5471
Se 0.6371 -4.4184 -1.7197
C 2.5071 -4.5524 -1.1776
C 2.7621 -4.0993 0.2411
Se 2.4830 -2.1780 0.3444
C 2.4329 -2.0906 2.2819
H 0.6351 -6.6942 -0.7029
H -1.0128 -6.0599 -0.8737
H -0.0128 -5.4855 0.4831
H 3.0743 -3.9596 -1.8964
H 2.7807 -5.5985 -1.3184
H 3.7888 -4.3095 0.5439
H 2.0749 -4.5640 0.9475
H 1.4923 -2.5137 2.6247
H 2.4963 -1.0437 2.5604
H 3.2898 -2.6407 2.6655
O 0.8960 -1.1982 -2.1464
C 0.9027 -0.0786 -2.6849
C -0.1223 0.9042 -2.6414
C 0.1099 2.1182 -3.3098
C -0.8832 3.0499 -3.3714
C -2.1560 2.8014 -2.8175
C -2.4028 1.6340 -2.1616
C -1.3761 0.6639 -1.9997
O -1.6001 -0.3906 -1.3131
N -0.6218 4.3261 -4.0223
O 0.4952 4.5275 -4.4664
O -1.5216 5.1464 -4.0460
H 1.7838 0.1746 -3.2900
H 1.0681 2.3198 -3.7701
H -2.9194 3.5604 -2.9103
H -3.3560 1.4273 -1.6996
Se -1.4903 -6.8517 -3.7997
Sb -3.0393 -5.0660 -3.5773
Se -2.1221 -2.6689 -2.9571
Se -4.9651 -4.7001 -4.9016
Se -3.2038 -4.0139 -1.2594
S -2.6052 1.3160 1.6191
P -0.6947 1.6122 1.4668
S 0.5717 0.1150 0.7724
C 0.0654 1.9180 3.0923
C 0.0613 0.8588 4.0017
C 0.5819 1.0418 5.2711
C 1.1060 2.2756 5.6426
C 1.1074 3.3272 4.7406
C 0.5871 3.1504 3.4632
C -0.2733 3.0918 0.4737
C -1.2426 4.0727 0.2930
C -0.9556 5.2170 -0.4401
C 0.3014 5.3859 -1.0017
C 1.2737 4.4094 -0.8244
C 0.9891 3.2680 -0.0895
H -0.3487 -0.1041 3.7109
H 0.5751 0.2182 5.9739
H 1.5109 2.4148 6.6375
H 1.5113 4.2904 5.0267
H 0.5873 3.9768 2.7640
H -2.2269 3.9157 0.7174
H -1.7211 5.9681 -0.5886
H 0.5187 6.2680 -1.5907
H 2.2533 4.5336 -1.2690
H 1.7416 2.4996 0.0366
O -0.2248 -3.2644 1.1979
S -1.5379 -2.8991 1.9395
O -1.2356 -2.1622 3.1358
O -2.0788 -1.9658 0.8299
S -2.6490 -4.4490 2.1820

=====

18
Properties=species:S:1:pos:R:3 method="wB97M-V/def2-TZVPD" energy_ev=-20390.5351 e_homo_ev=-8.920 e_above_lowest_kcal_mol=136.9 total_charge=0
C 1.2581 -0.4827 -0.6075
C 0.8191 1.0659 -0.6129
C 0.0795 1.4426 0.6024
C -0.1630 0.2654 1.3889
C -1.1139 -0.5817 0.7799
C 0.3743 -1.0774 0.6393
H 3.0654 0.5965 0.0768
H 2.8303 -1.5107 0.3520
H 1.1041 -1.1661 -1.5864
H 0.1464 1.2593 -1.4574
H 1.6593 1.8501 -0.9922
H -1.1503 1.9022 0.5165
H 0.6541 2.2678 1.1808
H -0.3992 0.3638 2.5236
H -1.9367 -1.3774 1.0915
H 0.4940 -2.0707 1.2434
N 2.5922 -0.4772 -0.4226
Cl -1.8905 -0.1510 -0.7724

=====

62
Properties=species:S:1:pos:R:3 method="wB97M-V/def2-TZVPD" energy_ev=-58590.6487 smiles="[H]/N=C1/C(=C/c2ccc(OCc3ccc(F)cc3)c(OC)c2)C(=O)N=C2SC(CC(=O)N3CCOCC3)=NN21" e_homo_ev=-8.049 e_above_lowest_kcal_mol=5.8 total_charge=0
H -3.3560 1.5131 -2.4863
N -2.4219 1.3749 -2.1148
C -2.3213 0.4430 -1.2701
C -1.0483 0.0644 -0.6522
C 0.0575 0.7084 -1.1133
C 1.4511 0.5038 -0.8264
C 2.0057 -0.7218 -0.4554
C 3.3631 -0.8359 -0.2485
C 4.2258 0.2508 -0.3807
O 5.5721 0.1654 -0.1937
C 6.1424 -1.0657 0.2117
C 7.6216 -0.8430 0.3860
C 8.0685 0.1491 1.2512
C 9.4199 0.3839 1.4183
C 10.3203 -0.3941 0.7126
F 11.6410 -0.1752 0.8723
C 9.9043 -1.3891 -0.1521
C 8.5470 -1.6041 -0.3146
C 3.6820 1.4998 -0.7545
O 4.3680 2.6591 -0.9599
C 5.6525 2.8541 -0.4099
C 2.3202 1.5874 -0.9932
C -1.0695 -0.8790 0.5031
O -0.1786 -0.9587 1.3160
N -2.2077 -1.6597 0.6536
C -3.2602 -1.3909 -0.0043
S -4.7784 -2.2642 0.1161
C -5.4651 -1.0856 -1.0112
C -6.8927 -1.1317 -1.3919
C -7.7769 -0.8070 -0.1708
O -8.4117 -1.6835 0.3756
N -7.8058 0.4765 0.2355
C -7.0242 1.5904 -0.2554
C -6.0721 2.0527 0.8584
O -6.7832 2.4016 2.0190
C -7.5416 1.3139 2.5005
C -8.5356 0.8234 1.4435
N -4.6465 -0.1899 -1.4069
N -3.4213 -0.3463 -0.8733
H -0.1530 1.5009 -1.8241
H 1.3844 -1.5940 -0.3503
H 3.7594 -1.8014 0.0212
H 5.6984 -1.3902 1.1645
H 5.9620 -1.8394 -0.5456
H 7.3492 0.7440 1.7924
H 9.7803 1.1521 2.0838
H 10.6342 -1.9753 -0.6874
H 8.2090 -2.3739 -0.9921
H 5.8721 3.9092 -0.5727
H 6.4102 2.2438 -0.9052
H 5.6634 2.6451 0.6624
H 1.9344 2.5504 -1.2901
H -7.1603 -2.1472 -1.6893
H -7.0860 -0.4457 -2.2161
H -6.4557 1.3279 -1.1431
H -7.7107 2.4114 -0.4933
H -5.5238 2.9441 0.5506
H -5.3551 1.2471 1.0843
H -8.0658 1.6751 3.3857
H -6.8744 0.4859 2.7846
H -9.0677 -0.0619 1.7913
H -9.2492 1.6196 1.2087